# C14H24BF3IN3O7P

A structure of composition C14H24BF3IN3O7P in a non-equilibrium geometry (wB97M-V/def2-TZVPD, the OMol25 dataset).

Computed properties:
net charge	-1
HOMO energy	-2.1	eV
HOMO-LUMO gap	3.82	eV
2S+1	1

```
54
Properties=species:S:1:pos:R:3:forces:R:3
C -1.0412 -1.3763 3.6057 -0.209 -0.770 -0.031
C -1.3353 -1.7201 2.1505 -0.207 0.480 0.571
F -0.7268 -2.9309 1.8196 0.308 -0.022 -0.046
C -1.1116 -0.6346 1.0670 -1.425 -0.846 -0.563
C -2.1061 0.4711 1.4267 0.168 0.482 0.517
N -1.6695 -1.2694 -0.1456 0.825 -0.413 0.272
C -0.6392 -1.5183 -1.0607 -0.131 0.556 -0.276
O -0.5636 -2.4696 -1.7822 -0.050 -0.068 -0.326
C 0.2678 -0.2824 -0.9183 0.436 -0.041 0.369
B -0.6785 0.8098 -1.6592 -0.339 -0.283 -0.084
O -0.8934 2.0906 -1.2651 0.096 -0.306 0.700
N -1.3000 0.3386 -2.9349 0.000 0.429 0.108
C -0.9789 1.3135 -3.9929 -0.186 0.074 0.246
C -2.7580 0.2736 -2.8476 -0.065 -0.288 -0.382
C 1.5365 -0.2527 -1.7853 -0.338 -0.485 -0.847
C 2.1553 -1.5978 -2.1487 0.114 0.248 0.288
F 2.4676 0.6416 -1.2912 0.135 -0.073 0.433
C 0.3747 -0.2564 0.6402 -0.261 1.470 0.440
C 1.4081 -1.1935 1.3059 -0.153 -1.083 -1.194
P 3.1576 -0.7348 1.3287 1.173 1.181 0.706
O 3.5102 0.6755 1.2950 -0.338 0.464 -0.127
O 3.9878 -1.5320 0.2072 -0.703 -0.440 0.213
O 3.6980 -1.3515 2.7183 -0.463 -0.516 -0.336
C 0.6169 1.0861 1.3715 0.913 0.016 -0.513
O 0.5672 1.0635 2.5646 -0.554 -0.091 0.863
N 0.9726 2.2525 0.6791 -0.036 -0.525 0.124
C 0.5707 3.4556 1.2416 0.585 -0.454 -0.935
O 1.2691 4.4035 1.2999 0.756 -0.767 -1.396
F -0.7455 3.3577 1.5531 0.624 -2.157 -1.951
H -0.0717 -1.7744 3.8874 0.260 0.347 0.111
H -1.1465 -0.3280 3.8413 0.296 0.204 -0.076
H -1.7630 -1.9168 4.2155 -0.045 -0.076 0.120
H -2.3988 -1.9351 2.0943 -0.161 0.037 -0.239
H -2.2374 1.2112 0.6473 0.188 0.045 -0.178
H -3.0807 0.0220 1.6119 -0.091 -0.185 -0.118
H -1.8580 1.0176 2.3283 0.174 0.109 0.062
H -2.5825 -1.0053 -0.4679 -0.165 -0.256 -0.006
H -1.8077 2.3411 -1.1145 -0.068 0.439 -0.458
H -1.5296 2.2472 -3.8439 -0.009 0.161 -0.102
H 0.0768 1.5705 -3.9964 0.161 -0.087 -0.042
H -1.2559 0.8999 -4.9593 0.054 -0.082 -0.138
H -3.2244 1.0984 -2.2914 0.017 0.081 0.111
H -3.1573 0.3362 -3.8580 -0.115 -0.024 -0.106
H -3.1157 -0.6769 -2.4574 0.080 -0.102 0.202
H 1.2473 0.1753 -2.7476 -0.033 0.080 -0.110
H 3.2194 -1.4631 -2.3093 0.136 0.056 -0.094
H 1.6811 -1.9387 -3.0602 -0.049 -0.237 -0.059
H 1.9973 -2.3488 -1.3829 -0.012 -0.168 0.023
H 1.1372 -1.3642 2.3370 0.028 0.304 0.205
H 1.3064 -2.1765 0.8354 0.128 -0.141 0.014
H 3.6019 -2.4091 0.0976 0.236 -0.185 -0.340
H 3.4862 -2.2918 2.7554 0.155 -0.126 0.366
H 1.9558 2.2621 0.4244 0.015 -0.137 -0.151
I -0.4927 5.3348 2.9701 -1.856 4.172 4.162
```
Forces are in eV/Å.